246
Properties=species:S:1:pos:R:3:mulliken_charge:R:1 method="wB97M-V/def2-TZVPD" total_charge=0 smiles=COCCNCCOC.COCCNCCOC.COCCNCCOC.COCCNCCOC.COCCNCCOC.COCCNCCOC.COCCNCCOC.COCCNCCOC.COCCNCCOC.COCCNCCOC.O.O de_lowest_kcal_mol=16.2 e_tot_ev=-124645.8513 homo_energy_ev=-8.38 orbital_gap_ev=8.73 lumo_ev=0.35
C 22.323 7.259 2.406 0.43
O 23.336 8.271 2.312 -0.36
C 24.661 7.765 2.636 0.29
C 25.684 8.897 2.260 -0.63
N 27.039 8.853 2.866 0.74
C 27.791 10.155 2.728 -0.19
C 29.035 10.073 3.549 -0.62
O 28.725 10.298 4.988 0.47
C 29.798 9.817 5.822 -0.74
H 21.406 7.773 2.696 -0.02
H 22.586 6.441 3.077 -0.02
H 22.117 6.817 1.431 0.02
H 24.907 6.858 2.084 -0.02
H 24.630 7.486 3.689 0.64
H 25.236 9.881 2.395 -0.07
H 25.826 8.850 1.180 -0.12
H 26.919 8.649 3.848 -0.67
H 27.257 11.021 3.119 -0.38
H 27.943 10.331 1.663 0.58
H 29.766 10.832 3.272 0.57
H 29.506 9.093 3.468 -0.17
H 30.618 10.528 5.725 0.42
H 30.087 8.816 5.503 -0.01
H 29.552 9.830 6.884 -0.02
C 24.615 12.615 3.536 -0.57
O 24.554 13.626 4.542 -0.34
C 24.657 14.930 4.087 -0.74
C 24.557 15.969 5.235 -0.96
N 25.155 17.321 4.977 -0.47
C 24.789 17.965 3.701 -0.77
C 23.272 18.358 3.778 -0.42
O 23.087 19.377 4.723 -0.37
C 21.840 19.377 5.401 -0.71
H 23.791 12.716 2.830 0.40
H 24.493 11.666 4.057 -0.21
H 25.532 12.782 2.971 0.57
H 23.849 15.044 3.363 0.72
H 25.561 15.062 3.493 0.49
H 25.028 15.604 6.148 0.42
H 23.501 15.967 5.505 0.38
H 24.611 17.966 5.532 0.29
H 24.952 17.302 2.852 0.33
H 25.471 18.800 3.537 0.42
H 22.647 17.512 4.062 0.21
H 22.921 18.722 2.812 0.46
H 21.594 18.431 5.883 0.25
H 20.992 19.587 4.748 0.34
H 21.817 20.057 6.252 0.29
C 31.285 5.461 5.179 -0.54
O 31.139 5.739 3.827 -0.49
C 29.818 5.998 3.431 -0.12
C 29.560 5.948 1.995 -0.87
N 30.390 7.075 1.436 -0.56
C 30.807 6.925 0.037 -0.24
C 31.889 7.957 -0.282 -1.02
O 33.105 7.401 0.169 -0.29
C 34.242 8.084 -0.296 -0.81
H 32.359 5.288 5.257 0.37
H 30.809 4.512 5.427 0.32
H 30.891 6.228 5.845 0.07
H 29.664 6.954 3.931 -0.46
H 29.151 5.252 3.863 0.82
H 28.524 5.903 1.660 0.40
H 29.908 4.949 1.730 0.37
H 31.179 7.132 2.063 0.41
H 29.957 7.128 -0.614 0.06
H 31.093 5.923 -0.285 0.38
H 31.758 8.959 0.126 0.39
H 31.985 8.046 -1.364 0.61
H 34.299 9.162 -0.144 0.31
H 34.289 7.921 -1.373 0.33
H 35.097 7.601 0.175 0.24
C 21.743 3.638 -2.010 -0.42
O 21.266 2.991 -0.794 -0.49
C 22.157 3.141 0.310 0.16
C 21.860 2.137 1.445 0.18
N 21.803 0.692 1.024 -0.46
C 23.185 0.257 0.700 0.04
C 23.228 -1.221 0.294 -0.95
O 22.758 -1.460 -1.030 -0.28
C 22.285 -2.758 -1.243 -0.74
H 21.919 4.710 -1.921 -0.07
H 20.923 3.593 -2.726 0.30
H 22.626 3.080 -2.319 0.29
H 22.101 4.158 0.700 0.12
H 23.154 2.948 -0.086 0.41
H 20.853 2.284 1.836 0.03
H 22.559 2.157 2.281 -0.60
H 21.230 0.744 0.193 0.35
H 23.794 0.454 1.583 0.25
H 23.574 0.793 -0.165 0.17
H 22.732 -1.796 1.077 0.42
H 24.268 -1.534 0.382 0.39
H 21.353 -2.806 -0.680 0.32
H 23.034 -3.478 -0.915 0.29
H 22.064 -3.025 -2.277 0.23
C 18.351 12.716 7.811 -0.80
O 19.327 12.546 6.828 -0.27
C 19.867 13.723 6.263 -0.71
C 20.876 13.287 5.200 -0.13
N 20.158 12.501 4.196 -0.42
C 21.001 11.605 3.391 0.05
C 20.018 10.688 2.601 -0.52
O 19.351 9.678 3.394 -0.37
C 18.497 8.805 2.768 -0.42
H 17.675 13.564 7.702 0.33
H 18.850 12.781 8.778 0.27
H 17.726 11.824 7.791 0.24
H 20.384 14.265 7.055 0.48
H 19.076 14.348 5.849 0.40
H 21.606 12.654 5.703 -0.01
H 21.477 14.058 4.719 0.19
H 19.447 11.962 4.670 0.41
H 21.555 10.952 4.065 0.04
H 21.720 12.170 2.798 0.02
H 20.516 10.370 1.685 0.25
H 19.238 11.324 2.185 0.51
H 18.272 7.844 3.231 0.07
H 18.953 8.511 1.823 0.05
H 17.503 9.235 2.642 0.37
C 31.301 8.287 12.010 -0.67
O 31.598 8.826 10.746 -0.43
C 30.939 8.271 9.579 0.49
C 31.633 6.922 9.183 -0.81
N 33.025 7.213 8.807 -0.34
C 33.179 7.949 7.557 0.31
C 34.670 8.099 7.238 -0.89
O 35.360 9.008 8.089 -0.28
C 36.599 9.433 7.572 -0.78
H 30.296 8.573 12.323 0.26
H 31.882 8.803 12.774 0.26
H 31.454 7.212 11.915 0.29
H 30.979 9.038 8.806 -0.36
H 29.893 8.127 9.852 0.45
H 31.160 6.444 8.325 0.14
H 31.766 6.213 10.001 0.33
H 33.454 7.691 9.587 0.35
H 32.811 8.969 7.669 0.13
H 32.655 7.383 6.788 -0.11
H 34.698 8.533 6.238 0.42
H 35.072 7.087 7.200 0.36
H 37.282 8.613 7.352 0.32
H 37.041 10.079 8.331 0.24
H 36.527 9.942 6.611 0.32
C 34.590 15.837 5.491 -0.79
O 33.294 15.363 5.349 -0.27
C 32.706 15.326 6.655 -0.80
C 31.512 14.412 6.581 -0.46
N 30.417 14.944 5.782 -0.33
C 29.215 14.105 5.866 -0.35
C 28.153 14.630 4.873 0.08
O 28.277 13.942 3.551 -0.18
C 29.455 14.158 2.778 -0.97
H 35.179 15.321 6.250 0.31
H 34.571 16.890 5.772 0.31
H 35.128 15.780 4.545 0.24
H 32.355 16.337 6.862 0.35
H 33.350 14.972 7.460 0.49
H 31.089 14.311 7.580 0.43
H 31.808 13.416 6.253 0.14
H 30.868 15.000 4.880 0.34
H 28.850 14.078 6.892 0.52
H 29.407 13.060 5.623 0.07
H 28.109 15.698 4.657 0.41
H 27.158 14.402 5.253 -0.38
H 29.393 13.613 1.836 0.30
H 30.238 13.692 3.376 0.27
H 29.757 15.182 2.555 0.26
C 25.803 3.184 -3.783 -0.93
O 25.417 3.961 -2.596 -0.11
C 26.223 5.123 -2.419 -1.43
C 25.542 6.013 -1.419 1.00
N 24.555 6.993 -1.930 -0.58
C 24.023 7.845 -0.845 1.61
C 22.791 8.534 -1.450 -1.35
O 21.701 7.497 -1.558 -0.06
C 20.458 8.144 -1.837 -1.00
H 25.631 3.744 -4.703 0.36
H 25.253 2.246 -3.868 0.23
H 26.839 2.875 -3.649 0.35
H 26.397 5.686 -3.336 0.39
H 27.188 4.873 -1.978 0.47
H 26.266 6.518 -0.779 -0.35
H 24.840 5.413 -0.840 0.07
H 23.818 6.475 -2.387 0.49
H 24.752 8.612 -0.581 -0.08
H 23.661 7.201 -0.043 -0.84
H 22.969 9.073 -2.380 0.52
H 22.460 9.303 -0.751 0.35
H 19.780 7.321 -2.060 0.32
H 20.408 8.537 -2.852 0.30
H 19.959 8.802 -1.125 0.31
C 18.899 5.530 1.118 -0.90
O 19.603 5.623 2.352 0.33
C 19.096 4.736 3.344 -0.86
C 20.156 4.822 4.431 -0.81
N 21.383 4.105 4.017 0.17
C 22.287 3.980 5.175 -0.60
C 23.609 3.406 4.594 -0.97
O 24.199 4.251 3.615 0.41
C 25.309 3.684 3.005 -0.69
H 18.943 4.518 0.714 0.35
H 19.364 6.186 0.382 0.03
H 17.859 5.801 1.300 0.32
H 19.003 3.700 3.018 0.35
H 18.172 5.142 3.756 0.48
H 19.771 4.265 5.285 0.57
H 20.310 5.807 4.872 0.37
H 21.803 4.697 3.315 -0.68
H 21.854 3.357 5.958 0.46
H 22.439 4.946 5.657 0.31
H 23.310 2.475 4.113 0.34
H 24.317 3.179 5.391 0.47
H 25.122 2.721 2.529 0.02
H 26.066 3.443 3.752 0.43
H 25.900 4.240 2.277 0.08
C 28.933 10.874 10.237 -0.54
O 27.990 11.921 9.953 -0.52
C 27.512 11.762 8.591 0.10
C 26.645 10.561 8.356 -0.61
N 26.030 10.526 7.024 0.47
C 24.880 9.645 6.939 -0.86
C 25.250 8.198 6.639 -0.26
O 26.222 8.087 5.618 -0.11
C 26.645 6.711 5.414 -0.65
H 29.809 10.714 9.609 0.15
H 28.422 9.913 10.296 0.26
H 29.282 11.181 11.223 0.33
H 28.376 11.688 7.930 -0.17
H 27.035 12.688 8.272 0.38
H 25.809 10.546 9.055 0.36
H 27.201 9.651 8.585 0.30
H 26.688 10.118 6.375 -0.48
H 24.255 9.991 6.116 -0.14
H 24.305 9.705 7.864 0.61
H 24.355 7.752 6.206 0.12
H 25.584 7.608 7.493 0.41
H 27.275 6.591 4.533 -0.18
H 25.782 6.104 5.141 0.17
H 27.125 6.250 6.278 0.57
O 27.195 8.631 -1.775 -0.80
H 27.493 8.417 -0.891 0.57
H 26.455 8.043 -1.927 0.32
O 28.148 8.063 0.508 -0.64
H 27.691 8.295 1.317 0.49
H 28.963 7.656 0.802 0.54